Formula: C25H30FN3O2
Source: OMol25
Level of theory: ωB97M-V with the def2-TZVPD basis set

Each line ends with the natural charge from an NBO analysis.
CARTESIAN COORDINATES (ANGSTROEM)
F (-2.21200, 4.98651, -1.07471)  -0.3290
O (6.72023, -3.17310, -0.38807)  -0.4906
O (-4.65085, -3.35417, -1.97488)  -0.7100
N (2.11476, 1.13124, 0.07543)  -0.2652
N (-2.06087, -0.41613, 1.06880)  -0.4398
N (2.15427, -0.14261, 0.46079)  -0.1548
C (4.45306, -0.27893, -0.21897)  -0.1407
C (5.61170, -0.99714, -0.44396)  -0.3119
C (-5.13038, -2.91292, -0.72120)  0.1123
C (3.30358, -0.90843, 0.24436)  0.0964
C (0.15030, 0.57975, 1.02421)  -0.1205
C (0.56442, 2.97798, 0.08650)  0.0437
C (-1.21554, 0.62758, 1.62636)  -0.2350
C (7.91556, -2.59908, -0.85921)  -0.2522
C (5.63924, -2.36812, -0.20610)  0.2960
C (3.32596, -2.28217, 0.47578)  -0.2024
C (-6.64755, -2.68759, -0.81230)  -0.4126
C (1.23649, 5.29186, -0.05234)  -0.1895
C (-7.33642, -2.46030, 0.52623)  -0.6089
C (-0.70400, 3.32890, -0.36638)  -0.2962
C (-4.37628, -1.66481, -0.18859)  -0.2497
C (0.99014, -0.51005, 1.04737)  -0.0202
C (-0.02976, 5.65219, -0.48374)  -0.2900
C (-3.29550, -0.58265, 1.80702)  -0.2137
C (-2.34533, -0.20298, -0.33611)  -0.2297
C (-0.97459, 4.65531, -0.63732)  0.4028
C (4.48116, -2.99827, 0.25412)  -0.2427
C (-3.05951, -1.41313, -0.92748)  -0.3831
C (-4.03966, -1.81253, 1.29648)  -0.4010
C (0.91174, 1.59375, 0.38795)  0.0946
C (1.53218, 3.97196, 0.22891)  -0.2175
H (0.81350, -1.48708, 1.44395)  0.2225
H (-1.39778, -0.04645, -0.85844)  0.2139
H (-7.07765, -3.57179, -1.28958)  0.2113
H (4.41917, 0.78270, -0.40290)  0.2368
H (-2.42193, -2.29242, -0.83409)  0.2136
H (-1.12779, 0.43276, 2.70157)  0.2095
H (-1.46609, 2.58594, -0.53592)  0.2263
H (1.99459, 6.05155, 0.06501)  0.2165
H (7.78293, -2.14910, -1.84828)  0.1764
H (6.48481, -0.47645, -0.80318)  0.2209
H (-7.01496, -1.52703, 0.98076)  0.2009
H (8.30083, -1.84554, -0.16477)  0.1759
H (-5.01551, -0.78307, -0.32139)  0.1903
H (-6.83609, -1.83234, -1.46934)  0.1882
H (-7.11763, -3.27634, 1.21091)  0.2041
H (4.51319, -4.06182, 0.42838)  0.2266
H (-3.39619, -2.68404, 1.42668)  0.2064
H (-4.93149, -3.75836, -0.05340)  0.1711
H (-3.23306, -1.22975, -1.98907)  0.2039
H (-3.05077, -0.71596, 2.86452)  0.2000
H (2.44480, -2.79861, 0.82036)  0.2155
H (-2.97609, 0.69668, -0.48338)  0.1534
H (-1.65319, 1.63367, 1.50689)  0.1817
H (-8.41381, -2.41251, 0.38405)  0.2141
H (-4.94217, -1.95955, 1.88943)  0.2104
H (8.62775, -3.41957, -0.93030)  0.2013
H (-0.28512, 6.67595, -0.70622)  0.2287
H (2.51732, 3.68748, 0.56279)  0.2251
H (-3.94584, 0.30931, 1.71838)  0.1580
H (-4.88858, -2.69979, -2.64126)  0.4580

The calculation puts the molecular weight at 423.5 g mol⁻¹. The SMILES is CC[C@@H](O)C1CCN(Cc2cn(-c3ccc(OC)cc3)nc2-c2cccc(F)c2)CC1. As for the net charge: 0. For the HOMO energy, the calculation gives -7.9 eV. The calculation puts the frontier orbital gap at 8.67 eV. Its LUMO energy is 0.792 eV. For the electronic energy, the calculation gives -37694.3482 eV. Its energy above the lowest of the compared OMol25 structures with the same formula, charge and spin is 21.2 kcal per mole.